C41H33AsBrN6O7Ti as an isolated structure in a non-equilibrium geometry. Source: the Open Molecules 2025 dataset; level of theory: ωB97M-V/def2-TZVPD.

```
90
Properties=species:S:1:pos:R:3
O -4.071 0.982 -1.940
N 3.129 -0.427 1.614
C -1.831 5.176 4.196
C -0.353 -5.362 -1.833
H 1.008 4.583 4.629
H -4.297 0.403 0.844
H -3.794 4.360 1.564
H -2.582 -2.826 -2.306
C 4.998 -3.980 0.823
C -1.788 0.593 3.886
C 1.381 -1.524 -4.982
H -2.484 -0.234 3.875
C -2.793 4.500 3.455
C 1.996 -1.091 -2.703
O 2.888 0.375 0.637
C -1.170 6.269 3.654
H 0.376 -4.510 -0.003
O 4.186 -0.564 2.119
H -1.104 -0.999 -3.374
C -2.133 -1.208 -3.672
C -1.667 -1.354 -0.477
H -0.859 7.458 1.892
N -1.230 3.698 5.893
H -2.091 -1.895 -4.516
H -5.107 -0.990 1.544
H 4.618 -1.631 -2.224
C -4.227 -0.679 0.982
C -1.057 2.685 4.882
C 3.619 -2.595 -0.577
C -3.039 4.872 2.145
H -5.058 -1.197 -0.942
C 0.101 1.771 2.984
C 1.946 3.749 2.906
H -0.797 -6.219 -1.345
N 1.061 1.723 2.022
C 1.389 -1.922 -3.651
C 4.721 -2.283 -1.366
C 5.961 -2.822 -1.053
H -3.347 -0.898 1.588
C -1.874 1.591 4.885
C -0.736 0.810 -0.957
C 0.997 3.792 3.892
H -0.477 6.830 4.267
As 1.874 -1.866 -0.955
C -2.952 -1.015 -1.208
H 5.105 -4.639 1.674
C 2.569 0.119 -3.058
H 3.030 0.755 -2.311
O 0.270 1.487 -0.583
H 2.996 1.446 -4.689
Br -2.606 6.375 -0.225
N -1.887 1.261 -1.478
O 2.069 -1.068 1.983
C 0.877 -3.319 -1.724
C 0.775 -3.156 -3.110
C -1.389 6.625 2.332
H 7.068 -4.084 0.278
C 1.946 2.698 1.977
C -3.057 0.461 -1.576
N -1.545 4.847 5.569
C 2.550 0.507 -4.392
C -2.312 5.912 1.583
C 0.314 -4.406 -1.079
Ti 0.765 -0.070 0.737
H -2.641 1.519 5.645
H 2.711 4.508 2.835
H 2.904 -3.682 1.144
N -0.589 -0.500 -0.709
H 0.922 -2.146 -5.739
C -4.165 -1.406 -0.354
C 0.013 2.783 3.946
O -0.658 -0.097 1.856
H -4.114 -2.484 -0.197
H 6.819 -2.582 -1.666
H -3.991 -1.923 -2.847
C 3.757 -3.442 0.520
C -2.948 -1.824 -2.542
H -3.360 3.695 3.902
H -2.003 2.247 -1.681
H 2.697 2.644 1.200
H 0.015 -4.023 -4.927
O -1.522 -2.297 0.260
C -0.453 -5.217 -3.212
C -0.824 0.713 2.930
C 0.104 -4.120 -3.853
H -2.584 -0.280 -4.030
C 1.961 -0.316 -5.345
H 1.951 -0.011 -6.383
H -0.972 -5.968 -3.793
C 6.099 -3.667 0.038
```

As for the relative energy (zero: lowest compared OMol25 entry of this formula, charge and spin): 7.8 kJ/mol. The total charge is +1. As for the spin multiplicity: 1. Its strongest force on any atom is 1.14 eV Å⁻¹.

C41H33Cl3N2OP2S3Ti as an isolated structure in a non-equilibrium geometry. Source: the Open Molecules 2025 dataset; level of theory: ωB97M-V/def2-TZVPD.

```
86
Properties=species:S:1:pos:R:3
C -11.697 -11.495 6.965
H -10.243 -15.148 9.367
C -11.937 -18.207 8.650
H -20.117 -16.718 13.991
H -16.029 -10.374 9.203
C -9.212 -14.856 9.718
C -10.705 -14.129 11.568
Cl -8.667 -10.636 9.292
H -12.559 -18.274 7.789
C -10.216 -19.064 10.074
H -17.498 -14.957 11.130
C -14.790 -13.350 10.308
C -19.095 -16.402 13.760
H -16.186 -15.496 15.125
H -13.645 -19.501 10.716
H -16.969 -21.310 12.763
C -12.458 -17.503 9.779
N -10.724 -14.088 12.904
H -15.062 -17.668 14.357
H -16.784 -19.484 14.521
C -17.691 -15.466 12.066
P -15.048 -14.749 12.707
H -7.715 -13.260 9.265
Cl -12.910 -10.404 6.351
C -6.273 -16.517 5.648
H -14.754 -12.307 8.498
C -10.777 -18.913 8.830
S -5.153 -17.895 5.630
C -9.356 -14.202 13.268
H -3.478 -17.977 7.403
H -18.249 -16.766 15.756
Ti -12.366 -15.009 13.612
C -6.015 -15.645 6.661
C -9.521 -12.970 8.015
C -6.871 -14.438 6.998
C -4.391 -17.342 7.109
C -11.928 -17.667 11.070
C -16.955 -15.663 14.411
S -12.323 -17.233 14.494
C -18.106 -16.300 14.723
H -4.614 -15.647 8.432
C -15.360 -20.463 11.660
H -10.241 -19.482 8.002
H -7.206 -13.933 6.067
H -9.098 -14.006 14.313
H -6.145 -13.783 7.521
C -14.397 -19.487 11.511
H -13.394 -16.947 9.710
C -13.622 -15.550 12.185
H -19.551 -16.489 11.626
H -7.524 -14.253 12.065
C -16.224 -20.503 12.716
H -10.458 -14.663 6.955
C -10.723 -18.379 11.221
C -10.775 -10.929 7.791
H -11.435 -13.730 10.946
C -4.948 -16.167 7.517
C -14.286 -18.480 12.482
C -16.293 -12.506 11.976
C -10.518 -13.594 7.172
H -9.385 -19.779 10.191
H -10.159 -18.332 12.169
C -15.906 -11.229 9.929
O -7.921 -14.858 7.854
S -13.993 -13.755 14.508
C -15.190 -18.444 13.541
H -15.397 -21.223 10.881
C -16.691 -15.353 13.050
C -11.643 -12.916 6.724
C -9.664 -11.603 8.264
C -16.538 -11.352 11.180
C -18.852 -16.140 12.388
C -15.396 -13.500 11.531
Cl -7.464 -16.394 4.437
C -15.078 -12.280 9.529
H -14.128 -14.155 10.008
C -8.497 -13.897 8.750
H -12.340 -13.432 6.070
N -9.421 -14.326 11.072
H -17.248 -10.563 11.462
P -13.099 -17.117 12.395
H -10.743 -9.855 7.987
H -16.647 -12.579 13.049
C -8.560 -14.405 12.169
H -8.721 -15.825 9.844
C -16.157 -19.479 13.646
```

As for the relative energy (zero: lowest compared OMol25 entry of this formula, charge and spin): 187.2 kJ/mol. The total charge is +2. As for the spin multiplicity: 1. Its strongest force on any atom is 3.98 eV Å⁻¹.

C41H34MnN5PSb as an isolated structure. Source: the Open Molecules 2025 dataset; level of theory: ωB97M-V/def2-TZVPD.

```
83
Properties=species:S:1:pos:R:3
C -2.191 -2.195 3.720
C 0.523 0.338 3.170
C 4.776 -1.289 -4.356
C 4.745 -2.039 3.578
C -3.677 -0.020 -0.139
C -2.604 -3.312 4.429
H -4.668 1.839 -0.529
C 3.100 -2.599 -3.230
C 2.176 2.161 4.438
C -3.041 2.079 0.851
H -1.376 -5.998 -0.157
C 3.224 -1.798 -2.101
P -0.378 -0.790 2.113
C 3.772 -0.861 1.720
C 1.208 1.124 0.945
C 1.981 2.018 0.232
C 2.917 3.027 2.223
C 1.426 1.285 5.177
C 3.212 -2.045 1.246
C -2.023 1.452 1.553
H -1.373 2.027 2.200
H -2.132 -5.318 5.018
H 5.608 0.335 -3.223
H 3.026 -4.165 1.591
C 4.126 -0.737 -2.109
H -3.190 3.145 0.965
H 4.363 -4.149 3.646
H -4.320 -0.592 -0.795
H -1.644 2.112 -1.649
H 2.827 2.870 4.936
C -2.666 -0.659 0.569
C 4.902 -0.485 -3.230
H 4.230 -0.096 -1.239
C 2.134 2.156 3.022
C -0.975 -2.215 3.037
N 0.764 0.397 -2.813
C -1.842 0.066 1.443
C -3.870 1.345 0.010
C 1.368 -4.045 -0.569
H 4.962 0.070 3.235
C 3.876 -2.344 -4.355
H 0.029 -5.356 3.816
H 2.635 -7.140 -1.126
Mn 0.091 -0.210 0.008
N 0.513 1.297 -3.703
C 4.197 -3.224 3.109
H -0.688 -3.636 -0.085
N -0.458 2.133 -3.413
H 0.006 -0.351 5.126
H 0.284 -7.756 -0.676
H 3.333 -4.784 -1.058
H 3.428 3.625 0.250
H 1.633 0.526 -5.103
C 1.297 1.225 2.374
H 3.604 0.078 1.205
H 1.480 1.301 6.257
C -0.346 -5.732 -0.356
H 0.769 -3.375 2.551
C -0.178 -3.357 3.077
C 0.046 -4.401 -0.320
C 0.586 -6.717 -0.646
C 1.908 -6.372 -0.899
N 1.294 1.443 -4.828
H 0.717 1.853 -5.554
H 3.569 3.745 2.704
H -2.540 -1.733 0.476
C -1.806 -4.448 4.464
H 5.387 -1.098 -5.229
H -2.815 -1.310 3.694
H 1.974 2.009 -0.855
Sb 1.924 -2.012 -0.444
H 2.401 -3.427 -3.244
C -0.593 -4.471 3.790
C 2.298 -5.042 -0.861
C 2.835 2.956 0.861
H 5.336 -2.035 4.484
C 4.536 -0.859 2.878
H -3.549 -3.296 4.956
C 3.438 -3.228 1.947
H 3.781 -2.979 -5.227
C -0.843 1.687 -2.229
C 0.584 0.351 4.538
N -0.108 0.633 -1.847
```

The total charge is +1. As for the spin multiplicity: 2. Its strongest force on any atom is 0.65 eV Å⁻¹.

Electronic energy, record by record: -8096.5269, -5873.6727, -3588.8381 a.u.